Entry from the OMol25 dataset: C35H28AsI2N2O4PPd as an isolated structure (ωB97M-V/def2-TZVPD).

Results
- Frontier orbital gap: 5.176 eV
- Energy relative to the best compared isomer or geometry (same formula, charge and spin): 5.4 kcal/mol
- Net charge: -2

```
74
C35H28AsI2N2O4PPd (ωB97M-V/def2-TZVPD)
I 2.15 5.44 3.55
I 2.40 5.43 -2.40
Pd 2.96 -2.22 0.15
As -2.43 -0.33 0.26
P 1.33 -1.26 -0.83
O 3.81 -2.71 3.07
O 5.51 -4.04 2.94
O 4.70 -3.16 1.14
O 3.70 2.61 -1.79
N 4.12 1.24 0.58
N 4.67 -3.31 2.41
C -4.25 -0.28 -0.50
C 3.61 2.49 0.60
C 0.93 -1.02 -4.96
C 3.40 3.15 -0.71
C 2.74 4.45 1.79
C -3.66 -4.01 2.03
C 1.46 -0.81 -2.61
C -6.63 -0.03 -0.13
C -2.70 -1.88 1.44
C -5.78 -0.14 -2.36
C -4.49 -0.27 -1.87
C 0.83 0.34 -0.09
C 0.37 1.45 -0.80
C 1.89 -0.07 -5.27
C -1.91 -3.08 3.38
C 3.48 2.40 3.01
C 0.88 0.41 1.30
C -1.58 -1.36 -1.21
C 0.44 1.54 1.97
C -3.60 -2.91 1.19
C 3.97 1.12 2.95
C -0.03 2.60 -0.13
C -6.85 -0.03 -1.50
C 0.71 -1.39 -3.63
C 3.28 3.14 1.83
C 2.64 0.50 -4.25
C 2.44 0.12 -2.93
C 4.30 0.58 1.70
C -5.34 -0.15 0.37
C -0.32 -2.12 -0.79
C 2.51 5.08 0.59
C -0.02 2.64 1.26
C -1.86 -1.97 2.55
C -2.81 -4.10 3.12
C 2.83 4.45 -0.60
H -3.66 -0.35 -2.56
H 0.50 1.59 3.05
H 3.39 1.25 -4.47
H 0.37 1.44 -1.88
H -2.34 -2.05 -1.59
H -4.25 -2.85 0.33
H -4.36 -4.81 1.82
H 4.11 0.52 3.85
H -1.14 -1.18 2.74
H -7.46 0.06 0.56
H -1.36 -0.64 -2.01
H 3.05 0.58 -2.16
H -0.05 -2.13 -3.41
H -1.22 -3.15 4.22
H -5.94 -0.13 -3.44
H -5.17 -0.15 1.44
H -0.20 -3.01 -1.41
H -0.41 -2.51 0.22
H 0.34 -1.48 -5.74
H 1.30 -0.43 1.85
H 4.69 -0.42 1.61
H -7.86 0.07 -1.88
H -0.35 3.47 -0.70
H 3.23 2.84 3.96
H 2.07 6.07 0.58
H -2.85 -4.97 3.77
H 2.05 0.22 -6.30
H -0.31 3.54 1.78
```

---

Entry from the OMol25 dataset: C10H25FN5O5Ti as an isolated structure (ωB97M-V/def2-TZVPD).

Results
- Frontier orbital gap (spin up / spin down): 4.313 / 9.006 eV
- Net charge: -1
- Spin multiplicity: 5

```
47
C10H25FN5O5Ti (ωB97M-V/def2-TZVPD)
Ti 3.23 11.11 26.95
F 2.68 11.38 29.30
O 3.92 13.65 33.48
O -0.69 14.97 29.21
O 4.81 7.99 32.39
O 1.31 9.62 26.65
O 6.32 11.55 31.08
N 0.59 13.29 29.67
N 5.68 11.94 28.96
N 3.32 13.15 31.41
N 4.62 9.17 30.58
N 0.53 9.27 28.66
C 3.29 12.92 32.71
C 6.59 11.61 29.89
C 7.99 11.28 29.37
C 0.37 14.47 29.14
C 2.64 7.86 31.24
C -0.27 7.83 26.83
C 2.51 11.78 33.27
C 1.48 14.99 28.18
C 4.12 8.31 31.43
C 0.56 9.00 27.38
H 2.88 12.56 30.72
H -0.45 7.95 25.77
H 1.39 12.69 29.54
H 8.29 12.13 28.75
H 0.42 6.98 26.76
H 3.84 13.98 31.14
H 2.49 14.58 28.20
H 8.72 11.03 30.15
H 3.99 9.73 30.02
H -0.17 12.89 30.21
H 2.56 7.33 30.29
H 3.02 11.56 34.21
H 1.06 14.99 27.18
H 1.66 16.03 28.49
H 7.97 10.36 28.79
H 1.51 12.07 33.59
H 1.18 9.89 29.14
H -1.22 7.52 27.27
H 4.75 11.98 29.36
H 2.25 7.26 32.05
H 5.43 9.64 30.96
H 5.75 11.50 28.06
H 2.02 8.75 31.12
H -0.05 8.72 29.27
H 2.41 10.99 32.53
```

---

Entry from the OMol25 dataset: C4H7N3S as an isolated structure (ωB97M-V/def2-TZVPD).

Results
- Frontier orbital gap: 8.525 eV
- Energy relative to the best compared isomer or geometry (same formula, charge and spin): 137.2 kcal/mol

```
15
C4H7N3S (ωB97M-V/def2-TZVPD)
S 2.46 0.49 -0.68
N -0.54 -0.40 -0.33
N -1.04 2.11 -0.24
N -1.85 -0.72 -0.54
C -0.31 1.08 -0.15
C 0.41 -1.30 -0.01
C 1.80 -1.22 0.03
C 1.17 1.24 0.48
H -0.04 -2.17 0.33
H -2.60 -0.66 0.55
H 1.33 2.41 0.37
H -2.14 -1.69 -1.05
H 0.95 0.83 1.48
H 2.42 -1.96 0.60
H -2.02 1.97 -0.84
```

---

Entry from the OMol25 dataset: the molecule C4H5ClN2 (ωB97M-V/def2-TZVPD).

Results
- SMILES string: N#C[C@H]1NC[C@H]1Cl
- Frontier orbital gap: 9.972 eV
- Energy relative to the best compared isomer or geometry (same formula, charge and spin): 73.3 kcal/mol

```
12
C4H5ClN2 (ωB97M-V/def2-TZVPD)
Cl 0.70 2.49 -0.16
N -0.16 -1.14 -0.23
N -2.67 0.89 1.27
C -0.29 -0.10 0.80
C -1.66 0.38 1.08
C 0.47 -0.32 -1.24
C 0.81 0.72 -0.12
H 1.24 -0.74 -1.99
H 0.20 -0.42 1.72
H 0.05 -1.95 0.35
H -0.52 -0.11 -1.70
H 1.84 0.30 0.23
```